Molecular formula: H34O17
Method: DFT, ωB97M-V with the def2-TZVPD basis set

```
51
Properties=species:S:1:pos:R:3:forces:R:3
O 3.633 -2.103 0.573 1.076 -0.227 0.038
H 2.796 -1.770 0.876 -0.761 0.152 0.503
H 4.185 -2.131 1.371 -0.293 -0.222 -0.317
O 1.150 2.347 -1.521 0.175 0.124 0.438
H 0.217 2.189 -1.704 -0.422 -0.136 -0.434
H 1.150 2.469 -0.541 0.256 -0.184 -0.509
O 2.298 -0.062 -1.322 0.667 -2.865 0.598
H 2.902 -0.349 -2.001 0.584 -0.052 -0.310
H 2.026 0.794 -1.553 -1.433 3.168 -0.872
O -0.425 0.041 -0.306 -0.221 1.062 -0.982
H 0.492 -0.179 -0.161 0.158 -0.413 0.401
H -1.014 -0.505 0.214 0.122 -0.592 0.502
O -3.240 -0.009 -1.206 1.528 0.101 -0.357
H -3.548 -0.726 -0.679 -0.557 -0.777 0.484
H -3.925 0.620 -1.316 -1.390 0.647 -0.270
O -1.503 3.284 -0.117 0.826 0.735 0.780
H -1.193 2.725 0.632 -0.189 0.420 -0.623
H -0.982 4.116 -0.018 -0.628 -0.957 -0.200
O -1.488 -3.390 -1.158 -2.394 -0.527 -0.053
H -2.399 -3.183 -1.485 0.741 -0.969 0.482
H -1.131 -2.576 -1.474 1.526 0.960 -0.493
O -1.642 1.827 -2.687 -0.022 -0.332 -0.410
H -2.098 2.432 -2.088 0.150 -0.369 0.172
H -1.981 0.916 -2.567 0.129 0.870 0.090
O -1.027 -1.204 -2.786 -0.735 -0.817 -1.350
H -0.813 -0.593 -2.098 0.796 0.954 1.103
H -0.285 -1.287 -3.393 -0.006 0.149 0.273
O -0.765 1.923 2.686 -1.102 -0.342 -0.361
H -1.569 1.499 2.297 0.634 0.568 -0.312
H -0.907 1.660 3.589 0.530 0.125 0.913
O 0.910 -2.688 1.503 0.257 0.433 0.851
H 0.122 -3.204 1.671 -0.026 -0.338 -0.550
H 1.250 -2.891 0.626 -0.581 -0.396 -0.533
O 1.665 2.211 1.093 -0.392 0.931 0.352
H 2.483 1.683 0.995 0.640 0.411 0.231
H 1.880 3.104 1.435 0.079 -1.055 -0.139
O 1.172 -0.086 2.820 3.209 1.716 -0.004
H 1.120 0.691 2.226 -0.396 -0.260 0.565
H 0.377 -0.528 2.766 -2.451 -1.377 -0.436
O -2.929 1.345 1.306 -1.233 0.130 -0.346
H -2.911 1.153 0.357 0.594 -0.478 -0.059
H -3.568 2.072 1.323 0.274 0.059 0.424
O -1.974 -1.589 1.212 0.796 0.132 -0.548
H -2.894 -1.702 1.339 -1.484 -0.174 0.239
H -1.597 -1.704 2.073 0.450 -0.060 0.721
O 1.261 -2.675 -1.341 1.103 0.036 -0.600
H 1.948 -3.262 -1.711 -0.536 0.130 0.337
H 1.623 -1.786 -1.539 -0.498 -0.373 0.417
O 3.860 0.728 0.631 -1.080 1.610 -1.611
H 4.050 0.030 1.208 0.493 -1.492 1.310
H 3.234 0.327 -0.039 1.037 0.163 0.457
```
Forces are in eV/Å.

Summary:
LUMO energy, eV: -0.239
Kohn-Sham gap, eV: 10.016
HOMO energy, eV: -10.26
Relative energy (zero: lowest compared OMol25 entry of this formula, charge and spin), kJ/mol: 157.0
Molecular weight, g mol⁻¹: 306.3
2S+1: 1
Max |F|, eV/A: 3.639

Table of Mulliken atomic charges, one value per atom, all in e: -0.57, 0.31, 0.30, -0.91, 0.43, 0.36, -0.83, 0.32, 0.29, 1.45, -0.24, -0.19, -0.58, 0.19, 0.29, -0.59, 0.29, 0.28, -0.65, 0.32, 0.30, -0.73, 0.28, 0.36, -0.67, 0.21, 0.26, -0.62, 0.25, 0.33, -0.66, 0.28, 0.27, -0.71, 0.43, 0.25, -0.69, 0.44, 0.23, -0.64, 0.27, 0.31, -0.48, 0.20, 0.21, -0.58, 0.29, 0.26, -0.72, 0.32, 0.45